<w>
A single C2H3N3O molecule. Source: OMol25; level of theory: wB97M-V/def2-TZVPD.

Computed properties:
E_LUMO in Eh: 0.0128
Frontier orbital gap in Ha: 0.35112

Each line ends with the natural charge from an NBO analysis.
Element x y z (Å)
N1 -1.3026 0.0266 0.4299  -0.835
C1 -0.3719 -0.7335 -0.2482  0.637
C2 0.9532 -0.1207 -0.4459  -0.362
N2 1.3827 0.8355 0.3250  0.085
N3 1.7536 1.6644 1.0047  0.026
O1 -0.6004 -1.8622 -0.6407  -0.595
H1 -2.2211 -0.3950 0.4484  0.403
H2 -1.2985 1.0289 0.3062  0.388
H3 1.6648 -0.5600 -1.1294  0.254

=====

<x>
2 unconnected molecules or ions with the total composition C2H3N3O. Source: OMol25; level of theory: wB97M-V/def2-TZVPD.

Computed properties:
E_LUMO in Eh: 0.0246
SMILES string: C1=NN1.N=C=O
Frontier orbital gap in Ha: 0.38340

Each line ends with the natural charge from an NBO analysis.
Element x y z (Å)
C1 1.8027 -0.1151 0.5313  0.169
N1 2.1243 0.7857 -0.2604  -0.205
N2 2.0896 -0.7586 -0.6889  -0.512
H1 1.3220 -0.6720 1.3031  0.233
H2 3.1386 -1.0332 -0.6590  0.315
N3 -3.2379 0.5892 -0.4740  -0.754
C2 -2.3567 0.1892 0.2345  0.864
O1 -1.6301 -0.4385 0.8752  -0.511
H3 -3.2525 1.4533 -0.8618  0.401

=====

Relative calculated energies, zero for the most stable structure, unit eV: <w> 0.000; <x> 2.694.